# 1
Density functional theory data (ωB97M-V with the def2-TZVPD basis set) for a structure of composition C37H42CuN5OSiTe.

Structure (XYZ):
```
88
Properties=species:S:1:pos:R:3:forces:R:3
Cu -0.4545 -0.1801 1.5891 -0.1 0.4 0.4
N -1.3201 3.9304 3.5849 -0.1 0.0 0.1
C -1.3290 2.6007 3.2747 0.0 0.1 0.0
O -2.2424 2.1156 2.6279 0.1 -0.1 0.1
C -0.1377 1.8195 3.7850 -0.1 -0.2 -0.1
C -0.2295 0.3247 3.5033 0.1 0.1 -0.3
H -2.0122 4.5159 3.1495 0.0 0.0 -0.1
H -0.5005 4.3609 3.9721 0.0 0.0 0.0
H -0.0523 2.0194 4.8618 0.0 0.1 0.0
H 0.7483 2.2634 3.3153 0.0 0.0 0.0
H -1.0961 -0.0778 4.0359 0.0 -0.1 -0.1
H 0.6576 -0.1689 3.9086 0.0 -0.1 -0.1
Te -2.0524 3.5271 -0.1922 0.0 0.1 -0.4
C -3.4885 4.6165 -1.3232 0.0 0.0 0.1
C -4.1525 3.9985 -2.3798 0.0 -0.1 0.0
C -5.1074 4.6892 -3.1135 0.0 0.0 0.0
C -5.4223 6.0005 -2.7863 0.0 0.0 0.0
C -4.7744 6.6202 -1.7269 0.0 0.0 0.0
C -3.8121 5.9312 -1.0004 0.0 0.0 0.0
C -0.4815 3.9362 -1.5619 0.0 0.0 0.1
C -0.5971 3.6342 -2.9135 0.0 0.0 0.0
C 0.4550 3.8903 -3.7801 0.0 0.0 0.0
C 1.6395 4.4330 -3.3016 0.0 0.0 0.0
C 1.7668 4.7203 -1.9510 0.0 0.0 0.0
C 0.7083 4.4768 -1.0853 0.0 0.0 0.0
H -3.9243 2.9671 -2.6213 0.0 0.0 0.0
H -5.6111 4.1991 -3.9375 0.0 0.0 0.0
H -6.1756 6.5374 -3.3493 0.0 0.0 0.0
H -5.0155 7.6438 -1.4674 0.0 0.0 0.0
H -3.3028 6.4216 -0.1803 0.0 0.0 0.0
H -1.5072 3.1876 -3.2907 0.0 -0.1 0.0
H 0.3545 3.6426 -4.8295 0.0 0.0 0.0
H 2.4643 4.6242 -3.9768 0.0 0.0 0.0
H 2.6888 5.1405 -1.5683 0.0 0.0 0.0
H 0.8102 4.7146 -0.0330 0.0 0.0 0.0
C 0.6038 -5.8766 -2.8801 0.0 0.0 0.1
Si 0.4593 -4.0036 -2.8143 0.1 0.1 -0.2
C -0.4893 -3.4316 -4.3274 0.0 0.0 0.0
C 2.1645 -3.2245 -2.8010 0.0 0.0 0.0
C -0.3503 -3.5283 -1.2559 0.0 -0.1 0.0
C -0.6998 -3.2647 -0.1307 -0.2 0.1 0.0
H 1.1262 -6.1976 -3.7849 0.0 0.0 0.0
H -0.3841 -6.3423 -2.8746 0.0 0.0 0.0
H 1.1549 -6.2517 -2.0154 0.0 0.0 0.0
H -0.1232 -3.9340 -5.2270 0.0 0.0 0.0
H -0.3793 -2.3555 -4.4631 0.0 0.0 0.0
H -1.5560 -3.6427 -4.2290 0.0 0.0 0.0
H 2.8184 -3.6377 -3.5732 0.0 0.0 0.0
H 2.6397 -3.3749 -1.8292 0.0 0.0 0.0
H 2.0786 -2.1473 -2.9613 0.0 0.0 0.0
C 1.6458 0.1792 -0.8957 -0.1 -0.1 0.0
C 0.2110 -0.0231 -1.2651 0.1 0.2 -0.1
C -0.3434 -0.1790 -2.5139 0.0 0.0 0.0
C -1.7483 -0.3059 -2.3231 0.0 0.0 0.0
C -1.9679 -0.2243 -0.9667 -0.1 0.1 -0.1
C -3.2675 -0.2832 -0.2242 0.1 -0.1 0.0
N -0.7760 -0.0371 -0.3156 -0.1 0.0 0.1
H 2.2420 0.3299 -1.7965 0.0 0.0 0.0
H 2.0565 -0.6811 -0.3555 0.0 0.0 0.0
H 1.7726 1.0616 -0.2599 0.0 0.0 0.0
H 0.1963 -0.1869 -3.4502 0.0 0.0 0.0
H -2.5024 -0.4526 -3.0837 0.0 0.0 0.0
H -4.0335 0.2931 -0.7467 0.0 0.0 0.0
H -3.1622 0.1393 0.7789 0.0 0.0 0.0
H -3.6392 -1.3091 -0.1277 0.0 0.0 0.0
C -1.0221 -4.3185 2.0331 -0.1 0.1 0.0
C -1.0464 -3.0027 1.2823 0.4 -0.2 0.0
N -0.0553 -2.0583 1.8374 -0.2 -0.4 0.1
C 1.0647 -2.5417 2.2952 0.0 0.1 0.1
C 1.3355 -3.9164 2.4663 0.0 -0.2 -0.1
C 0.1578 -4.7693 2.4649 0.0 0.1 0.0
C 2.6169 -4.4867 2.6301 0.0 0.2 0.1
C 3.8623 -4.0281 3.0060 0.0 0.0 0.0
C 4.2605 -2.8474 3.7097 0.0 0.0 -0.1
C 5.6036 -2.7190 4.1414 0.0 0.0 0.0
C 5.9392 -1.6510 4.9271 0.0 0.0 0.0
N 5.0587 -0.7046 5.2968 0.0 0.0 0.0
C 3.8370 -0.8853 4.8130 0.1 0.1 0.0
N 3.3904 -1.8716 4.0489 0.0 -0.1 0.0
H -1.9440 -4.8756 2.1354 0.0 0.0 0.0
H -2.0322 -2.5402 1.3352 0.0 0.0 -0.1
H 1.8080 -1.8208 2.6058 0.0 0.0 0.0
H 0.2339 -5.7425 2.9403 0.0 0.0 0.0
H 2.6213 -5.5491 2.3849 0.0 0.0 0.0
H 4.6707 -4.7418 2.8873 0.0 0.0 0.0
H 6.3386 -3.4624 3.8616 0.0 0.0 0.0
H 6.9530 -1.5265 5.2957 0.0 0.0 0.0
H 3.1067 -0.1239 5.0763 0.0 0.0 0.0
```
Positions in Å, forces in eV/Å.

E_LUMO (alpha / beta): 2.055 / 2.049 eV
max |F|: 0.60 eV/Å
spin multiplicity: 2
energy above the lowest of the compared OMol25 structures with the same formula, charge and spin: 160.1 kJ/mol
net charge: -1

Formally, the Mulliken partial charges of the atoms, in units of the elementary charge, are as follows:
1. Cu -1.24
2. N -0.34
3. C 0.42
4. O -0.53
5. C -0.89
6. C -0.16
7. H 0.26
8. H 0.19
9. H 0.45
10. H 0.31
11. H 0.50
12. H 0.20
13. Te 0.33
14. C -0.10
15. C -0.08
16. C -0.65
17. C -0.35
18. C -0.53
19. C -0.41
20. C 0.24
21. C -0.15
22. C -0.65
23. C -0.43
24. C -0.56
25. C -0.41
26. H 0.38
27. H 0.37
28. H 0.35
29. H 0.36
30. H 0.35
31. H 0.23
32. H 0.38
33. H 0.37
34. H 0.38
35. H 0.38
36. C -1.05
37. Si -0.12
38. C -0.95
39. C -0.84
40. C -0.54
41. C 0.54
42. H 0.30
43. H 0.31
44. H 0.29
45. H 0.35
46. H 0.25
47. H 0.32
48. H 0.39
49. H 0.28
50. H 0.16
51. C -1.80
52. C 0.44
53. C -0.41
54. C -0.86
55. C 0.16
56. C -1.66
57. N 1.64
58. H 0.48
59. H 0.14
60. H 0.19
61. H 0.69
62. H 0.45
63. H 0.42
64. H 0.16
65. H 0.23
66. C -1.10
67. C 0.18
68. N 0.59
69. C 0.15
70. C 0.02
71. C -0.55
72. C -0.49
73. C -1.02
74. C 1.26
75. C -0.86
76. C -0.12
77. N -0.69
78. C -0.15
79. N -0.27
80. H 0.41
81. H 0.31
82. H 0.36
83. H 0.44
84. H 0.31
85. H 0.20
86. H 0.33
87. H 0.38
88. H 0.38

# 2
Density functional theory data (ωB97M-V with the def2-TZVPD basis set) for the ion C2H4O3P with charge -1.

Structure (XYZ):
```
10
Properties=species:S:1:pos:R:3:forces:R:3
C -0.0733 0.1426 -0.2465 -1.3 -2.4 1.9
C 1.1257 -0.7956 0.0675 2.4 -0.1 0.8
O -0.6831 -0.0895 -1.4249 -0.4 0.2 0.6
O 0.2098 1.4606 0.1952 1.5 -0.8 -0.7
O -2.6277 0.8738 0.4049 -1.2 2.1 0.6
P -1.8842 -0.3896 0.3104 2.9 -1.4 -2.0
H 1.1655 -1.8715 -0.3744 -0.6 2.2 0.1
H 1.3304 -1.0478 1.2016 -0.6 1.0 -1.9
H 2.0654 -0.1769 -0.3001 -1.4 -1.5 0.6
H -0.6285 1.8938 0.1663 -1.3 0.6 0.0
```
Positions in Å, forces in eV/Å.

E_LUMO: 4.353 eV
max |F|: 3.83 eV/Å
spin multiplicity: 1
SMILES string: C[C@@]1(O)OP1[O-]
energy above the lowest of the compared OMol25 structures with the same formula, charge and spin: 249.2 kJ/mol
net charge: -1

Formally, the Mulliken partial charges of the atoms, in units of the elementary charge, are as follows:
1. C 0.81
2. C -1.07
3. O -0.68
4. O -0.53
5. O -0.54
6. P -0.05
7. H 0.26
8. H 0.23
9. H 0.25
10. H 0.33

# 3
Density functional theory data (ωB97M-V with the def2-TZVPD basis set) for a cluster of 8 separate species, C41H88N4O30P8 in total.

Structure (XYZ):
```
171
Properties=species:S:1:pos:R:3:forces:R:3
C 2.4406 -0.8015 0.0760 -0.1 -1.1 -1.1
C 1.8919 -2.1154 -0.6930 1.2 1.0 0.1
C 1.2934 -1.6271 -2.0719 -0.3 -0.4 -0.2
C 0.7909 -2.7729 -3.0212 0.1 -1.3 -1.3
C 1.7422 -3.4263 -3.9319 -2.1 0.4 0.9
C 3.2595 -2.9819 -3.9742 -0.5 -0.8 -0.6
C 4.1064 -4.1931 -4.5223 -0.4 -0.8 0.2
N 5.5666 -4.0773 -4.2710 -0.5 0.0 0.3
C 1.2403 -4.5014 -4.8499 -2.6 0.4 1.1
C -0.1567 -4.8809 -4.8245 1.3 1.2 0.6
C -1.1782 -4.2363 -3.9228 2.2 -0.4 -1.0
N -2.4883 -4.6863 -4.0496 0.5 2.9 2.5
C -3.2893 -3.9836 -3.2064 0.1 0.0 0.1
C -2.8613 -2.9247 -2.2488 0.9 -1.5 -0.7
P -4.1316 -2.0471 -1.1375 0.9 1.5 0.6
N -5.7543 -2.5900 -1.5107 0.8 -0.4 1.1
O -3.7822 -2.6255 0.4242 -0.4 -0.6 -1.8
N -1.5513 -2.5048 -2.1311 -1.9 -2.1 -1.8
C -0.6953 -3.1717 -3.0121 1.1 0.0 -0.2
O 0.9683 -2.8789 0.0927 0.5 0.2 -0.1
C 1.4133 -3.0665 1.4341 -0.7 -0.7 0.9
C 0.8973 -4.4105 2.0683 -0.4 -1.4 1.0
C 0.0598 -5.3940 1.3852 0.9 -0.4 2.7
C -0.2923 -6.6263 2.1410 1.1 1.3 0.7
C 0.1696 -6.8797 3.5185 0.5 1.9 -1.0
C 0.9961 -5.8595 4.2325 -1.1 0.1 -3.1
C 1.3311 -4.6561 3.4715 -0.8 -1.2 -0.4
H 3.1788 -1.0674 0.8788 -1.0 0.3 -0.6
H 1.5373 -0.2520 0.4479 1.1 -0.2 -0.2
H 3.0229 -0.2234 -0.7011 -0.8 -0.3 0.9
H 2.7858 -2.7782 -0.8968 -0.8 0.5 0.1
H 2.1247 -1.0836 -2.6108 -0.8 -0.6 0.6
H 0.4801 -0.8595 -1.8963 0.8 -1.0 -0.1
H 3.6567 -2.7177 -2.9558 -0.6 -0.2 -0.9
H 3.3440 -2.0769 -4.6513 0.1 -1.0 0.8
H 3.9266 -4.3812 -5.6240 0.3 0.5 1.1
H 3.7462 -5.1396 -4.0068 0.0 1.1 -0.5
H 5.6978 -3.7017 -3.3247 0.0 -0.2 -0.4
H 5.9109 -5.0400 -4.2180 0.1 0.5 -0.1
H 1.8779 -5.0454 -5.5962 -0.6 0.8 1.0
H -0.5094 -5.6724 -5.5415 0.3 1.0 1.0
H -4.3878 -4.2295 -3.2334 1.3 0.3 0.0
H -6.0669 -3.0979 -0.6680 -0.1 0.0 -0.7
H -6.3306 -1.7426 -1.5363 0.3 -0.4 -0.1
H -3.6217 -3.5889 0.4136 0.0 0.4 0.2
H 0.9510 -2.2385 2.0540 0.9 -0.7 -0.5
H 2.5414 -3.0902 1.5404 -1.2 0.2 -0.3
H -0.2929 -5.2233 0.3381 0.4 -0.2 1.1
H -0.9211 -7.3864 1.6029 0.7 0.8 0.8
H -0.1046 -7.8439 4.0247 0.3 1.2 -0.6
H 1.3485 -6.0141 5.2876 -0.5 0.2 -1.3
H 1.9572 -3.8811 3.9964 -0.7 -0.8 -0.8
C -1.3800 -0.1585 7.4437 -0.3 0.3 0.1
O -0.3455 -1.0341 7.8913 0.9 -0.6 -3.3
P -0.5240 -2.6739 7.4770 -1.7 -2.7 8.3
O -1.7698 -2.8649 8.3248 -0.3 0.6 -1.6
O 0.7990 -3.0683 8.3347 0.1 -0.1 -1.2
C 0.9874 -2.4939 9.6244 0.2 0.4 0.2
O -0.5431 -4.2324 6.8246 1.4 2.2 -1.8
C -1.7629 -4.6877 6.2530 -0.4 -0.2 -0.3
H -1.0204 0.8670 7.5326 0.1 -0.1 -0.1
H -1.6321 -0.3564 6.4017 -0.1 0.2 0.0
H -2.2647 -0.2733 8.0713 0.0 -0.2 -0.1
H 0.0368 -2.2828 10.1166 0.0 0.0 -0.2
H 1.5787 -1.5822 9.5353 -0.1 0.0 0.1
H 1.5398 -3.2035 10.2400 0.0 -0.2 -0.2
H -2.1990 -3.9198 5.6138 -0.2 -0.2 0.0
H -2.4664 -4.9774 7.0339 0.1 0.3 0.1
H -1.5445 -5.5686 5.6471 0.2 0.2 0.0
C -0.9220 6.3174 2.0990 -0.3 0.3 0.1
O 0.1823 5.5274 2.5446 1.2 -0.3 -3.4
P 0.1503 3.8833 2.1056 -2.1 -2.6 8.6
O -1.0816 3.6187 2.9604 -0.5 0.5 -1.4
O 1.4928 3.5835 2.9704 0.1 -0.2 -1.4
C 1.6399 4.1810 4.2547 0.2 0.4 0.2
O 0.1808 2.3058 1.4936 1.7 2.0 -2.1
C -1.0223 1.7851 0.9440 -0.3 -0.2 -0.3
H -0.6559 7.3695 2.2051 0.1 -0.1 0.0
H -1.1466 6.1117 1.0519 -0.2 0.1 0.1
H -1.7985 6.1177 2.7163 0.1 -0.2 -0.1
H 0.6758 4.3348 4.7425 0.0 0.0 -0.2
H 2.1713 5.1280 4.1583 -0.1 0.0 0.1
H 2.2351 3.5143 4.8784 0.0 -0.2 -0.3
H -1.4920 2.5182 0.2867 -0.2 -0.2 0.0
H -1.7025 1.4903 1.7429 0.0 0.3 0.0
H -0.7694 0.8930 0.3668 0.2 0.2 0.0
C 10.8905 -5.1760 0.5499 0.4 0.0 0.2
O 9.4990 -5.4327 0.7357 -0.3 -0.7 -3.4
P 8.4314 -4.3538 -0.0311 -2.8 3.7 7.6
O 8.8623 -3.1625 0.8063 0.9 -0.3 -1.4
O 7.1507 -5.0896 0.6438 0.2 -0.1 -1.3
C 7.2049 -5.4587 2.0196 0.1 -0.4 0.3
O 7.3786 -3.4700 -1.0170 1.1 -2.6 -1.5
C 7.8835 -2.2821 -1.6169 0.2 0.3 -0.3
H 11.4442 -6.0654 0.8521 -0.2 0.0 -0.1
H 11.1092 -4.9608 -0.4962 0.2 0.0 0.1
H 11.2038 -4.3406 1.1773 -0.1 0.1 -0.1
H 7.8347 -4.7798 2.5965 0.1 0.0 -0.2
H 7.5695 -6.4820 2.1089 0.1 0.1 0.1
H 6.1951 -5.4164 2.4272 -0.1 0.1 -0.3
H 8.8703 -2.4543 -2.0467 0.0 0.3 0.0
H 7.9227 -1.4728 -0.8877 0.2 -0.2 0.1
H 7.1976 -1.9893 -2.4142 0.0 -0.2 0.0
C -5.9750 7.9262 7.1692 -0.2 0.0 0.4
O -5.4789 8.7444 6.1108 0.5 -2.9 -1.9
P -3.8341 8.5489 5.7242 2.5 8.0 3.2
O -3.3455 9.0759 7.0625 -0.3 -1.7 0.0
O -3.9101 9.7592 4.6434 0.2 -1.2 -0.4
C -4.6060 10.9541 4.9859 -0.4 0.2 0.0
O -2.2954 8.1544 5.1464 -2.4 -1.7 -1.3
C -1.4608 7.3710 5.9899 0.3 -0.4 0.2
H -7.0647 7.9478 7.1343 0.1 0.0 -0.2
H -5.6371 6.8961 7.0545 -0.1 0.0 0.2
H -5.6493 8.3220 8.1321 0.2 -0.1 -0.1
H -4.5623 11.1553 6.0574 0.0 -0.2 0.0
H -5.6424 10.8804 4.6560 0.0 0.0 0.1
H -4.1369 11.7873 4.4632 0.2 -0.2 -0.1
H -2.0176 6.5350 6.4136 0.2 0.0 0.1
H -1.0346 7.9854 6.7832 -0.3 0.0 0.0
H -0.6407 6.9789 5.3850 -0.2 0.0 -0.2
C -3.3250 2.9798 -3.1659 -0.4 -0.2 0.2
O -2.9520 4.0981 -3.9724 3.1 -1.6 -0.7
P -1.6091 4.9912 -3.4363 -5.0 7.1 2.2
O -2.2966 5.4697 -2.1682 0.9 -1.6 0.2
O -1.8118 6.0778 -4.6247 1.1 -0.8 0.0
C -3.1249 6.5443 -4.9249 -0.4 -0.1 -0.3
O -0.1154 5.6995 -3.0705 -0.1 -2.7 -1.6
C 0.4288 5.4382 -1.7852 0.3 -0.2 0.4
H -4.0029 2.3529 -3.7456 0.1 0.1 -0.1
H -2.4496 2.3922 -2.8882 -0.2 -0.1 0.1
H -3.8461 3.3215 -2.2706 0.2 0.1 0.0
H -3.7654 6.5474 -4.0417 0.1 -0.1 0.0
H -3.5621 5.9247 -5.7080 -0.1 0.0 0.1
H -3.0505 7.5660 -5.2957 0.3 -0.1 0.0
H 0.3510 4.3771 -1.5415 0.1 0.1 0.2
H -0.0760 6.0412 -1.0295 -0.2 -0.1 -0.1
H 1.4831 5.7219 -1.7980 -0.1 -0.1 -0.2
C -6.5281 -7.2620 -6.3255 0.2 0.2 -0.4
O -6.6676 -7.0415 -4.9226 -1.0 -3.3 0.4
P -8.2456 -7.1601 -4.2996 -0.8 8.7 1.6
O -8.7575 -5.9574 -5.0731 -0.1 -1.5 -0.8
O -7.7300 -6.7101 -2.8267 -0.4 -1.1 -0.2
C -6.8077 -5.6307 -2.7163 0.5 0.0 0.0
O -9.7465 -7.5602 -3.6325 2.0 -2.5 -0.3
C -10.8509 -7.6630 -4.5230 -0.4 -0.2 -0.2
H -5.4716 -7.4237 -6.5412 0.0 -0.1 0.2
H -7.0925 -8.1408 -6.6382 0.1 0.1 -0.2
H -6.8661 -6.3840 -6.8775 -0.2 -0.1 0.1
H -6.9369 -4.9010 -3.5174 -0.1 -0.1 0.0
H -5.7893 -6.0219 -2.7200 0.0 0.1 -0.1
H -6.9769 -5.1256 -1.7668 -0.2 -0.2 0.0
H -10.5837 -8.2337 -5.4127 -0.2 0.1 -0.1
H -11.2058 -6.6706 -4.8011 0.3 0.0 -0.1
H -11.6570 -8.1813 -4.0008 0.2 -0.1 0.1
C 5.5155 5.6725 -7.1981 0.2 -0.4 -0.1
O 4.3412 6.1769 -6.5642 0.9 3.2 -1.1
P 4.5941 7.2336 -5.2549 -3.0 -5.8 6.2
O 5.2467 6.1715 -4.3856 1.1 0.8 -1.0
O 2.9998 7.3067 -4.9614 0.7 1.0 -0.4
C 2.2279 6.1066 -4.9992 -0.4 -0.2 -0.2
O 4.8361 8.4959 -4.1557 -0.1 0.9 -3.1
C 6.1477 8.6646 -3.6322 0.4 0.2 0.1
H 5.2267 5.2431 -8.1580 -0.1 0.1 0.0
H 6.2374 6.4713 -7.3701 0.1 -0.2 -0.1
H 5.9637 4.8884 -6.5863 0.0 0.2 0.1
H 2.8176 5.2355 -4.7053 0.2 0.1 -0.1
H 1.8205 5.9667 -6.0012 0.1 -0.1 0.0
H 1.3963 6.2073 -4.3008 0.4 0.3 -0.3
H 6.8951 8.6034 -4.4236 0.1 0.0 0.2
H 6.3468 7.9179 -2.8635 -0.1 -0.1 -0.2
H 6.2017 9.6528 -3.1721 -0.2 0.0 -0.2
```
Positions in Å, forces in eV/Å.

E_LUMO: -2.143 eV
max |F|: 9.28 eV/Å
spin multiplicity: 1
SMILES string: C[C@H](Cc1c(CCN)ccc2ncc(P(N)O)nc12)OCc1ccccc1.COP(=O)(OC)OC.COP(=O)(OC)OC.COP(=O)(OC)OC.COP(=O)(OC)OC.COP(=O)(OC)OC.COP(=O)(OC)OC.COP(=O)(OC)OC

These are the Mulliken partial charges, in e, on atoms 1 to 99:
1. C -1.26
2. C 0.67
3. C -1.35
4. C 0.01
5. C 0.83
6. C 0.00
7. C -0.72
8. N -0.66
9. C -0.46
10. C -0.66
11. C 0.28
12. N -0.64
13. C -0.11
14. C -0.03
15. P 0.13
16. N -0.59
17. O -0.49
18. N -0.12
19. C 0.11
20. O -0.14
21. C -0.38
22. C 0.37
23. C -0.36
24. C -0.42
25. C -0.43
26. C -0.71
27. C -0.48
28. H 0.34
29. H 0.20
30. H 0.45
31. H 0.09
32. H 0.53
33. H 0.28
34. H 0.14
35. H 0.17
36. H 0.25
37. H 0.45
38. H 0.22
39. H 0.29
40. H 0.13
41. H 0.39
42. H 0.44
43. H 0.24
44. H 0.30
45. H 0.32
46. H 0.23
47. H 0.33
48. H 0.43
49. H 0.34
50. H 0.36
51. H 0.33
52. H 0.37
53. C -0.69
54. O -0.33
55. P 1.13
56. O -0.69
57. O -0.32
58. C -0.64
59. O -0.23
60. C -0.65
61. H 0.24
62. H 0.29
63. H 0.29
64. H 0.32
65. H 0.24
66. H 0.25
67. H 0.33
68. H 0.28
69. H 0.18
70. C -0.54
71. O -0.37
72. P 1.09
73. O -0.74
74. O -0.32
75. C -0.65
76. O -0.12
77. C -0.46
78. H 0.28
79. H 0.13
80. H 0.31
81. H 0.28
82. H 0.26
83. H 0.26
84. H 0.24
85. H 0.27
86. H 0.09
87. C -0.70
88. O -0.32
89. P 0.96
90. O -0.66
91. O -0.29
92. C -0.59
93. O -0.17
94. C -0.72
95. H 0.24
96. H 0.29
97. H 0.29
98. H 0.32
99. H 0.24